Below is a gas-phase ion, C6H11N (charge +1) in a non-equilibrium geometry, with properties calculated with ωB97M-V/def2-TZVPD.

As for the LUMO energy (alpha / beta): -3.934 / -6.884 eV. The value obtained for the HOMO-LUMO gap (alpha / beta) is 10.072 / 7.129 eV. The spin multiplicity is 2. The total energy is -289.6314 Eh. For the energy above the lowest of the compared OMol25 structures with the same formula, charge and spin, the calculation gives 23.36 kcal per mole. As for the charge: +1. As for the expectation value of S²: 0.766.

Structure (XYZ):
```
18
Properties=species:S:1:pos:R:3:lowdin_spin:R:1
C 2.357 -0.614 1.125 0.021
N 1.768 -0.878 -0.206 0.241
C 0.734 -0.172 -0.671 0.106
C 0.632 0.144 -2.021 0.492
C -2.830 0.617 0.732 0.009
C -1.658 0.297 -0.194 0.040
C -0.376 0.299 0.182 0.021
H 1.569 -0.489 1.856 0.003
H 3.024 0.229 0.953 0.013
H 2.973 -1.467 1.388 0.000
H 2.102 -1.570 -0.840 0.005
H -0.183 0.701 -2.452 0.021
H 1.451 -0.127 -2.680 0.021
H -3.208 -0.107 1.446 0.001
H -2.522 1.484 1.321 0.002
H -3.582 0.983 0.036 0.001
H -2.025 0.007 -1.170 0.003
H -0.228 0.663 1.195 -0.001
```

Below is a molecular structure, C6H11N2 in a non-equilibrium geometry, with properties calculated with ωB97M-V/def2-TZVPD.

As for the LUMO energy: -5.776 eV. The value obtained for the HOMO-LUMO gap is 7.487 eV. The total energy is -344.2788 Eh. For the energy above the lowest of the compared OMol25 structures with the same formula, charge and spin, the calculation gives 148.30 kcal per mole. As for the charge: +1.

Structure (XYZ):
```
19
Properties=species:S:1:pos:R:3:lowdin_charge:R:1
C -0.359 0.872 -0.275 -0.146
C 0.000 0.364 0.985 -0.261
C -1.277 1.348 -1.079 0.065
C 0.982 1.283 1.643 -0.028
C -0.252 -0.934 1.637 0.005
C -0.030 -1.517 -2.089 -0.008
N 1.165 -0.958 -1.570 0.019
N 1.277 0.010 -0.968 0.227
H -1.307 1.725 -2.072 0.069
H -2.275 1.573 -0.563 0.120
H 1.262 2.160 1.012 0.108
H 0.292 1.780 2.344 0.126
H 1.903 0.827 2.092 0.122
H -1.154 -1.021 2.096 0.071
H 0.037 -1.784 0.978 0.107
H 0.508 -0.996 2.445 0.109
H -0.496 -0.701 -2.623 0.097
H -0.588 -1.825 -1.192 0.111
H 0.311 -2.207 -2.799 0.085
```

Below is 2 unconnected molecules or ions with the total composition C6H11N2 in a non-equilibrium geometry, with properties calculated with ωB97M-V/def2-TZVPD.

As for the LUMO energy: -4.179 eV. The value obtained for the HOMO-LUMO gap is 9.156 eV. The total energy is -344.3341 Eh. For the energy above the lowest of the compared OMol25 structures with the same formula, charge and spin, the calculation gives 113.58 kcal per mole. As for the charge: +1.

Structure (XYZ):
```
19
Properties=species:S:1:pos:R:3:lowdin_charge:R:1
C 2.048 0.205 -0.981 0.000
C 1.876 -0.376 1.358 0.038
C 2.227 0.637 0.272 -0.144
C 0.851 0.373 0.703 -0.189
C -0.864 1.732 -0.529 -0.045
C -0.446 0.601 0.366 -0.020
N 1.900 -0.128 -2.105 0.397
N -2.654 -2.126 0.180 -0.041
H 1.915 -1.373 1.245 0.097
H 2.308 0.066 2.262 0.148
H 2.923 1.499 0.566 0.213
H -1.339 1.262 -1.351 0.071
H -0.125 2.349 -0.894 0.054
H -1.723 2.273 -0.005 0.128
H -1.189 0.079 0.947 0.102
H 1.495 -0.351 -2.938 0.108
H -3.222 -2.654 -0.515 0.020
H -3.198 -1.250 0.458 0.035
H -2.782 -2.817 0.965 0.029
```

Below is 2 unconnected molecules or ions with the total composition C6H11N2O in a non-equilibrium geometry, with properties calculated with ωB97M-V/def2-TZVPD.

As for the LUMO energy: -3.627 eV. The value obtained for the HOMO-LUMO gap is 9.755 eV. The total energy is -419.6669 Eh. For the energy above the lowest of the compared OMol25 structures with the same formula, charge and spin, the calculation gives 56.47 kcal per mole. As for the charge: +1.

Structure (XYZ):
```
20
Properties=species:S:1:pos:R:3:lowdin_charge:R:1
C 3.260 0.419 -0.383 -0.076
C 2.085 1.063 -0.500 -0.080
C 1.709 -0.809 0.645 -0.083
C -3.209 -0.340 -0.209 -0.036
C -1.644 -0.553 0.023 -0.194
C -0.938 0.675 -0.136 -0.139
N 3.018 -0.693 0.347 0.058
N 1.130 0.247 0.039 0.027
O -0.936 1.587 0.828 0.149
H 4.246 0.601 -0.831 0.143
H 1.585 1.757 -1.156 0.125
H 1.370 -1.628 1.265 0.142
H -3.303 0.209 -1.200 0.106
H -3.731 -1.384 -0.263 0.128
H -3.724 0.221 0.486 0.038
H -1.427 -1.018 0.913 0.092
H -1.431 -1.197 -0.891 0.157
H -0.827 0.959 -1.178 0.156
H 3.827 -1.311 0.565 0.193
H -1.059 1.193 1.635 0.092
```